No. 1
55
Properties=species:S:1:pos:R:3:nbo_charge:R:1 method="wB97M-V/def2-TZVPD" max_force_ev_per_a=0.2 charge=+1 homo_energy_ev=-11.686 relative_energy_kj_mol=0.0
H -1.61760 2.44477 2.78212 0.18
C 1.50388 0.01042 0.78482 0.81
H 3.28886 -1.02170 1.16456 0.30
C 2.96804 0.02081 1.11469 -0.32
C 4.90902 2.02817 -2.09415 0.60
H -3.31794 -0.22385 -1.44106 0.24
O 5.40859 2.54525 -3.05682 -0.53
C 4.27325 -0.08237 -0.91623 0.80
H -4.34215 -0.23849 0.64587 0.23
O 0.63402 -0.32971 1.65016 -0.75
H -3.44238 -0.46784 3.04085 0.21
H -1.75758 -1.03658 2.88250 0.23
O 4.21090 -1.28866 -0.91132 -0.60
Ga -0.74396 -0.11470 0.23383 2.02
C 3.74575 2.07975 0.05234 -0.04
H -2.33877 3.12536 0.66152 0.18
O -0.55554 2.14367 1.01893 -0.56
H 0.00748 1.72985 2.93051 0.22
C -3.18586 0.70728 -0.89846 -0.09
H -3.03218 -1.78863 1.88726 0.22
F 0.54365 -1.81255 -2.14795 -0.31
H -0.39778 2.38275 -1.60038 0.24
H -1.74666 -2.95393 -2.73117 0.23
F -0.42262 -4.99574 0.34208 -0.30
N 4.85769 0.64224 -1.93168 -0.63
C -1.38669 2.41185 -1.14688 -0.08
H -0.17204 3.46740 2.56808 0.20
F -0.43534 -3.21871 1.58415 -0.31
H -1.61520 -4.56442 -2.00651 0.25
C -0.97256 -2.92636 -0.73084 0.11
F 1.35552 -2.57661 -0.29125 -0.31
C 0.47006 -2.82972 -1.27123 0.96
O -1.78132 1.02186 -1.04003 -0.60
H -3.77457 1.49526 -1.36485 0.22
H -0.88395 4.02040 0.18620 0.22
C -3.57667 0.53414 0.57598 -0.09
H 5.25924 0.09109 -2.67855 0.44
H 3.29939 2.60180 0.88772 0.23
C -1.01521 -3.81759 0.53076 0.96
H -3.95907 1.45350 1.01978 0.20
O -1.45285 -1.67447 -0.36114 -0.98
C -1.86617 -3.52397 -1.81094 -0.63
F 4.29189 4.06689 -1.01363 -0.29
C -1.33606 3.02588 0.22925 -0.10
O -2.42388 0.12714 1.33655 -0.62
F -2.29628 -4.04649 0.87758 -0.33
H -2.90022 -3.46083 -1.48093 0.23
C -0.59009 2.47226 2.41073 -0.25
H -2.07890 2.92741 -1.80989 0.22
H 3.11424 0.46650 2.09866 0.25
F 0.85466 -3.93941 -1.89408 -0.30
N 3.74869 0.69561 0.11176 -0.42
C 4.28606 2.73666 -0.97055 0.25
C -2.69485 -0.86790 2.35900 -0.25
O 1.08206 0.32526 -0.36768 -0.74

No. 2
52
Properties=species:S:1:pos:R:3:nbo_charge:R:1 method="wB97M-V/def2-TZVPD" max_force_ev_per_a=9.2 charge=-1 homo_energy_ev=-2.246 relative_energy_kj_mol=182.6
H -1.77759 0.97033 5.92771 0.22
C -0.53172 -3.65395 -4.34914 0.96
H -0.46852 -6.77666 -4.29747 0.20
H 1.02569 -5.92416 -4.76010 0.19
C -2.64964 2.23807 8.64612 0.96
O -3.08024 1.89595 3.43279 -0.62
H 0.11751 1.53233 1.29755 0.20
C 5.55437 -1.32919 -2.32444 0.22
O -1.18102 0.63281 3.61024 -0.50
H -0.57439 0.09376 0.50685 0.24
H -3.42977 0.63821 6.50514 0.18
H 2.20478 0.89607 -1.77420 0.22
H -0.78870 -1.09129 2.57291 0.18
C -0.40641 -0.06851 2.65574 -0.10
C 1.09083 3.20161 -2.89837 0.96
C 2.89937 -0.05631 -1.96081 -0.51
O -3.25661 3.11738 7.79648 -0.49
O 0.08963 -3.83484 -3.14712 -0.47
H 2.71693 -2.26549 -1.35841 0.17
H -0.71351 -5.51138 -2.28302 0.18
H 1.06367 -5.50727 -2.40561 0.21
O -0.89208 -2.57218 -4.78226 -0.58
H -0.67496 4.07077 -4.86683 0.18
C 1.99364 -1.36254 -1.54228 0.03
H 1.24614 -1.63774 -2.43083 0.17
C -2.13643 1.31966 2.91821 0.97
C -2.89590 2.73495 6.48248 -0.10
C -2.55603 1.28702 6.62728 -0.11
C 0.04444 -5.81105 -4.28741 -0.10
H 0.64336 -0.10480 2.95956 0.22
O -2.09933 1.19196 7.96314 -0.49
H -3.72499 2.90076 5.78911 0.22
O -1.89776 1.27867 1.57470 -0.48
C -0.83832 3.87242 -3.80238 -0.10
O 0.44115 2.05962 -3.26909 -0.47
C 0.13617 -5.22967 -2.91388 -0.10
O 0.30002 4.29969 -3.07811 -0.49
O 2.22948 3.23564 -2.46247 -0.55
C -0.60925 0.71988 1.40263 -0.12
C 4.23065 0.17525 -1.00476 -0.47
H 4.81050 1.07581 -1.53243 0.14
N 5.15775 -1.01895 -1.01901 -0.47
H -2.03833 3.33589 6.16230 0.18
O -0.69791 -4.84108 -5.00226 -0.49
H -1.48910 2.20022 -2.59321 0.18
H 3.18583 -0.05587 -3.11884 0.17
H -1.32564 1.83336 -4.32875 0.21
C -0.91013 2.41108 -3.49854 -0.10
O -2.60524 2.36903 9.85796 -0.59
S 5.61686 -2.23882 -3.79946 -0.23
F 1.18228 -1.10698 -0.32396 -0.44
H -1.73155 4.41053 -3.47342 0.20

No. 3
45
Properties=species:S:1:pos:R:3:nbo_charge:R:1 method="wB97M-V/def2-TZVPD" max_force_ev_per_a=1.3 charge=+1 homo_energy_ev=-10.286
C -3.12139 -1.39945 0.17239 0.15
H -4.97688 -1.37042 -0.65722 0.39
O 1.01328 -1.99620 0.30096 -0.56
O -0.23925 0.75836 -1.07034 -0.98
N -4.46312 -1.08877 0.16198 -0.80
C 2.71300 -1.39024 -1.36777 0.08
C -1.03028 -1.59505 1.35736 -0.27
H 3.23789 1.66001 -1.16393 0.25
H 2.33244 -0.82396 2.01851 0.25
H -1.74258 1.11198 1.16302 0.27
H 3.41868 -1.89387 -2.04025 0.21
C -0.35559 -1.84335 0.16618 0.33
C 1.80622 -2.47874 -0.76042 -0.09
C 0.81914 2.08361 1.16127 0.12
C 2.62625 1.49139 -0.29097 0.11
O -2.53837 1.43209 -1.62264 -0.88
H -4.96199 -1.22227 1.02707 0.39
H 1.20425 -2.92328 -1.55550 0.21
H -2.85745 2.06424 -2.27244 0.53
O -0.73646 3.09781 -1.55868 -0.94
C -2.39140 -1.36939 1.36276 -0.27
H -2.98323 -1.70954 -1.94050 0.22
C 2.10934 0.08900 1.48915 0.13
H 1.51135 3.29197 -0.48293 0.27
C -2.43625 -1.67289 -1.01116 -0.23
N 2.80129 0.33938 0.37102 -0.28
H 1.18994 -0.18297 -1.76035 0.51
H -2.50945 2.68173 0.78225 0.27
H 0.54610 0.70165 2.79031 0.25
H -0.47374 -1.60210 2.28154 0.22
C 1.11654 0.94321 1.90823 -0.25
H -2.90291 -1.18680 2.29697 0.22
C -1.07225 -1.88662 -1.02041 -0.28
H -0.59049 -2.06947 -1.96768 0.22
O 2.04857 -0.44640 -2.14175 -0.72
H -0.35861 3.85077 0.95945 0.25
H -0.62206 2.96778 2.48320 0.25
S -1.15311 1.86100 -0.97919 2.39
C 1.66071 2.39465 0.09506 -0.23
C -0.43272 2.86180 1.41301 -0.46
H 3.90050 -1.43416 0.47611 0.23
H 4.45564 -0.24654 -0.73390 0.23
C -1.58942 2.10870 0.75693 -0.65
C 3.58281 -0.69334 -0.25629 -0.25
H 2.44505 -3.26530 -0.34044 0.20

No. 4
44
Properties=species:S:1:pos:R:3:nbo_charge:R:1 method="wB97M-V/def2-TZVPD" max_force_ev_per_a=4.2 homo_energy_ev=-7.725 relative_energy_kj_mol=376.9
H 1.21172 2.34877 -0.69522 0.46
C -5.00947 -2.66381 -0.94564 -0.20
H 2.38510 0.91586 -2.32346 0.22
O -0.72445 3.66721 0.76267 -0.66
H -1.36347 1.28829 -1.18615 0.23
C 6.28543 -1.20282 0.95299 -0.76
C 3.64185 -0.76050 0.46354 -0.57
C 2.63928 0.62076 -1.21981 -0.13
C 1.15777 0.31237 -0.76539 0.70
C -0.87778 1.54747 -0.23924 -0.17
H 3.83176 1.82972 0.06075 0.37
C -3.61409 -2.75976 -1.29800 -0.24
S 4.71243 -2.01669 1.10708 0.26
C 3.64737 -0.48752 -1.04764 -0.45
H -5.64465 0.21065 2.06604 0.41
H -1.11612 1.32533 1.78456 0.21
C -1.26587 0.67908 0.95228 -0.43
N -4.79269 0.08103 1.53041 -0.52
H -5.49766 -3.48193 -1.35310 0.20
H 6.97955 -1.89662 1.37580 0.23
C -5.54754 -1.86448 0.11876 -0.25
C -1.35785 2.99658 -0.16921 0.78
H 3.31691 -1.34359 -1.59215 0.24
C -4.61440 -0.94314 0.65846 0.14
C -2.76389 -1.90944 -0.77060 -0.18
H 6.49378 -1.11548 -0.09504 0.21
H 3.51378 2.37068 -1.58874 0.37
H -1.70536 -1.89908 -1.02130 0.23
C -3.25365 -0.98877 0.22380 -0.09
O 0.67282 -0.79471 -0.77692 -0.61
N 3.02803 2.03362 -0.71980 -0.86
H -3.25140 -3.48300 -2.00122 0.21
N 0.57543 1.55532 -0.38775 -0.70
H -3.38078 1.63904 2.44001 0.23
H 3.76186 0.30460 0.98583 0.19
H 0.03780 3.18872 1.01961 0.49
H 4.53365 -0.27120 -1.53699 0.22
H 6.39015 -0.11631 1.38833 0.21
C -2.65569 0.10697 0.97319 -0.09
H 2.59318 -1.07477 0.75305 0.26
O -2.22708 3.50495 -0.89638 -0.57
H -0.51489 -0.18684 0.91242 0.25
C -3.59105 0.70432 1.80166 -0.04
H -6.63982 -1.97092 0.29847 0.23

No. 5
45
Properties=species:S:1:pos:R:3:nbo_charge:R:1 method="wB97M-V/def2-TZVPD" max_force_ev_per_a=1.4 homo_energy_ev=-9.399 relative_energy_kj_mol=224.4
H 2.44441 0.31265 -2.65459 0.26
C -0.25639 2.42073 0.63593 0.27
H 4.21658 -3.57544 1.37017 0.22
C 2.64588 -0.82277 -0.83170 0.03
C -2.10174 1.58377 -0.63053 0.09
S -1.73848 3.16594 0.05967 0.34
S 2.54434 1.88161 -0.91069 2.16
H -5.09791 -1.22668 -0.23664 0.20
H 4.64380 -0.40825 -1.46725 0.23
H 1.77750 -3.20870 1.40422 0.21
C 3.77696 -2.80396 0.75592 -0.21
C 1.84296 -1.60920 -0.01155 -0.24
C 4.58211 -2.01797 -0.05278 -0.20
H -4.26407 0.08372 0.58400 0.19
O 2.66393 3.69109 2.14728 -0.55
C 2.05196 0.27001 -1.64130 -0.67
C -3.51957 -2.25099 1.77000 -0.60
H 0.35696 4.07219 1.63821 0.43
C 2.40766 -2.59826 0.77476 -0.20
H 3.53824 1.45961 1.22521 0.28
N -0.16066 1.17259 0.32451 -0.37
H 0.77620 -1.44269 0.00311 0.23
H 5.65012 -2.17502 -0.06701 0.22
H -4.55283 -0.21091 -2.20718 0.21
N 0.64574 3.14276 1.35518 -0.63
C -3.33159 1.34722 -1.42402 -0.45
H -4.48699 -2.74645 1.71671 0.20
C -4.13460 -0.72092 -0.14284 -0.40
N -1.18583 0.72249 -0.39360 -0.29
H -2.14110 -1.22854 0.47114 0.22
H 0.96752 0.25153 -1.64274 0.26
O 3.90633 2.14461 -1.27175 -0.94
C 2.50964 1.63749 0.92806 -0.77
C 1.99368 2.89538 1.53937 0.69
H -4.14781 1.93345 -0.99487 0.22
H 1.86274 0.78821 1.11777 0.30
H -2.88459 -0.69477 -1.90545 0.22
C 4.02111 -1.03204 -0.84447 -0.23
O 1.56930 2.87375 -1.28258 -0.96
H -2.78746 -2.96766 2.13431 0.21
H -3.01926 -2.55172 -0.29760 0.19
C -3.72467 -0.13011 -1.50140 -0.39
C -3.11296 -1.71809 0.40187 -0.40
H -3.59154 -1.43908 2.49065 0.20
H -3.15558 1.72945 -2.43551 0.23

no.,frontier orbital gap (eV),total energy (Eh)
1,9.24,-3957.48157
2,4.42,-2077.83971
3,6.68,-1505.96864
4,8.12,-1410.40805
5,9.76,-1808.64301